Record 1
C29H40AsF6InN2O2S2Se2 | wB97M-V/def2-TZVPD

The spin multiplicity is 2. Its net charge is -1. The expectation value of S² is 0.761. The calculation puts the LUMO energy (alpha / beta) at 2.115 / 0.664 eV. As for the energy above the lowest of the compared OMol25 structures with the same formula, charge and spin: 0.649 eV. The value obtained for the frontier orbital gap (alpha / beta) is 7.27 / 5.84 eV.

Geometry as XYZ:
```
85
Properties=species:S:1:pos:R:3:lowdin_charge:R:1
In 0.9911 1.1122 0.4179 0.10
C -2.6486 4.2055 -0.2790 -0.13
C -1.5877 3.1346 -0.3967 -0.73
S -1.1865 2.3747 1.0682 0.69
C -1.0399 2.8195 -1.6363 -0.71
C -1.4550 3.5543 -2.8886 -0.10
S 0.0951 1.5966 -1.9339 0.80
H -3.0074 4.2467 0.7458 0.05
H -3.4927 3.9947 -0.9402 0.08
H -2.2473 5.1868 -0.5417 0.09
H -2.0041 4.4688 -2.6758 0.06
H -2.0747 2.9050 -3.5132 0.07
H -0.5633 3.8009 -3.4637 0.08
C -2.9879 -0.0896 -3.1083 -0.04
C -1.7179 -0.6062 -3.7297 -0.24
C -1.4385 -0.3829 -5.0680 -0.06
C -0.2538 -0.8301 -5.6325 -0.09
C 0.6644 -1.4963 -4.8418 -0.05
C 0.4257 -1.7327 -3.4918 -0.21
C 1.4718 -2.4131 -2.6550 -0.06
C -0.7768 -1.2876 -2.9374 -0.27
N -1.0488 -1.3986 -1.5680 0.16
C -1.8331 -2.2663 -1.0872 -0.25
C -2.4244 -3.3985 -1.8932 -0.01
C -2.2473 -2.1437 0.3507 -0.25
C -3.2103 -3.1689 0.9003 -0.01
N -1.8292 -1.1550 1.0159 0.17
C -2.2249 -0.8803 2.3313 -0.23
C -3.3102 -0.0144 2.5319 -0.24
C -4.1478 0.4324 1.3632 -0.05
C -3.6240 0.3779 3.8247 -0.06
C -2.8974 -0.0886 4.9078 -0.09
C -1.8638 -0.9853 4.6999 -0.05
C -1.5171 -1.4046 3.4213 -0.20
C -0.4421 -2.4395 3.2272 -0.04
H -3.4774 0.6224 -3.7732 0.07
H -2.7685 0.4055 -2.1590 0.07
H -3.6964 -0.8981 -2.9056 0.08
H -2.1589 0.1556 -5.6739 0.11
H -0.0441 -0.6453 -6.6783 0.10
H 1.6010 -1.8377 -5.2676 0.11
H 1.9495 -3.2206 -3.2106 0.08
H 1.0612 -2.8121 -1.7301 0.04
H 2.2418 -1.6878 -2.3799 0.07
H -2.0273 -3.3778 -2.9058 0.08
H -3.5119 -3.3158 -1.9423 0.08
H -2.1805 -4.3584 -1.4361 0.08
H -2.7772 -4.1694 0.8527 0.09
H -4.1375 -3.1747 0.3245 0.08
H -3.4476 -2.9354 1.9364 0.08
H -3.5290 0.5890 0.4803 0.05
H -4.6646 1.3622 1.6006 0.08
H -4.9009 -0.3250 1.1219 0.08
H -4.4519 1.0609 3.9787 0.11
H -3.1417 0.2377 5.9108 0.10
H -1.3045 -1.3728 5.5439 0.11
H 0.3216 -2.3454 3.9989 0.08
H 0.0343 -2.3449 2.2527 0.01
H -0.8676 -3.4459 3.3037 0.08
O 5.1329 -0.4621 0.4756 -0.09
C 4.6585 0.6005 1.2896 -0.25
C 4.0036 0.0854 2.5739 -0.56
C 5.1136 -0.5710 3.4218 -0.22
O 5.6336 -1.7631 2.8565 -0.07
C 2.8634 -0.9472 2.3826 -0.50
Se 2.0474 -1.2366 0.6076 0.66
C 3.5096 1.3137 3.3357 -0.52
Se 1.7901 2.1315 2.7729 0.58
H 5.0988 -0.1720 -0.4418 0.10
H 3.9405 1.2224 0.7631 0.06
H 5.5026 1.2450 1.5629 0.13
H 4.7195 -0.8362 4.4085 0.12
H 5.9188 0.1637 3.5688 0.13
H 5.6640 -1.6391 1.8959 0.07
H 2.0351 -0.6810 3.0380 0.02
H 3.2145 -1.9405 2.6580 0.06
H 4.2568 2.1057 3.2827 0.06
H 3.3432 1.0640 4.3848 0.06
F 3.2536 1.4635 -1.5080 -0.32
As 3.5568 3.1808 -1.8167 0.73
F 4.5692 3.2666 -0.4043 -0.25
F 4.9546 2.7168 -2.7471 -0.26
F 3.8073 4.8663 -2.1208 -0.25
F 2.5659 3.0844 -3.2271 -0.27
F 2.1784 3.5440 -0.7795 -0.31
```

Record 2
C4H9NO | wB97M-V/def2-TZVPD

The calculation puts the LUMO energy at 0.858 eV. As for the energy above the lowest of the compared OMol25 structures with the same formula, charge and spin: 4.059 eV. The value obtained for the frontier orbital gap is 8.97 eV. Its SMILES is C=CN.C=CO.

Geometry as XYZ:
```
15
Properties=species:S:1:pos:R:3:lowdin_charge:R:1
C -2.4919 3.2795 0.5357 -0.04
C -2.7996 3.8269 1.7303 -0.30
N -3.8276 3.3479 2.5157 0.00
H -2.8759 2.3934 0.0407 0.04
H -2.1145 3.9676 -0.2338 0.04
H -2.2152 4.6775 2.0503 0.09
H -3.8784 2.3563 2.7643 0.09
H -4.4426 3.7882 3.1744 0.07
C 4.1966 -3.3337 -1.2725 0.00
C 3.2533 -4.1138 -1.7975 -0.29
O 2.7504 -4.1284 -3.0755 -0.02
H 4.6534 -3.9003 -0.4400 0.06
H 4.5791 -2.3399 -1.4560 0.05
H 2.7179 -4.8163 -1.1736 0.10
H 2.4951 -5.0048 -3.3627 0.09
```

Record 3
C18H45CsN3O6 | wB97M-V/def2-TZVPD

Its net charge is +1. The calculation puts the LUMO energy at -2.169 eV. The value obtained for the frontier orbital gap is 8.92 eV.

Geometry as XYZ:
```
73
Properties=species:S:1:pos:R:3:lowdin_charge:R:1
Cs 0.3060 -0.7780 0.2629 2.05
C -2.1583 0.3501 -6.7562 -0.08
O -1.5114 0.6219 -5.4812 -0.18
C -0.8866 1.9031 -5.5688 -0.22
C -0.1426 2.0619 -4.2798 -0.22
N 0.9455 1.0934 -4.2657 -0.02
C 1.4328 0.8986 -2.8714 -0.19
C 2.1828 -0.3670 -2.6805 -0.19
O 2.2514 -0.5520 -1.2681 -0.48
C 2.7739 -1.7716 -0.7616 -0.20
H -1.5308 0.6570 -7.5929 0.08
H -3.1622 0.7446 -6.9134 0.09
H -2.1211 -0.7116 -7.0002 0.08
H -1.5870 2.7003 -5.8176 0.13
H -0.1971 2.0002 -6.4074 0.12
H -0.8936 1.9296 -3.5010 0.06
H 0.2041 3.0874 -4.1525 0.14
H 0.7306 0.1813 -4.6425 0.11
H 0.4935 0.8435 -2.3211 0.07
H 1.9470 1.8294 -2.6321 0.14
H 3.1464 -0.0658 -3.0914 0.14
H 1.8730 -1.2768 -3.1947 0.14
H 2.7969 -1.5824 0.3116 -0.01
H 3.7693 -2.0682 -1.0922 0.12
H 2.1010 -2.6273 -0.8172 0.07
C -1.7320 0.2369 -2.4999 -0.10
O -1.6612 0.0676 -1.0968 -0.46
C -2.5386 0.8868 -0.3705 -0.20
C -2.2435 0.7317 1.1263 -0.26
N -0.9048 1.1468 1.4128 -0.28
C -0.3700 0.8578 2.7788 -0.21
C -1.2743 1.4662 3.8992 -0.18
O -0.7499 1.0712 5.1743 -0.19
C -0.0218 2.1307 5.8779 -0.06
H -1.3369 1.1754 -2.8890 0.02
H -2.7668 0.1266 -2.8240 0.11
H -1.1751 -0.5160 -3.0576 0.11
H -3.5914 0.8317 -0.6476 0.14
H -2.1709 1.8906 -0.5834 0.13
H -2.2839 -0.3355 1.3443 0.05
H -2.9680 1.2326 1.7683 0.13
H -0.9028 2.1564 1.4436 0.12
H 0.6456 1.2333 2.9037 0.11
H -0.3133 -0.2228 2.9101 0.05
H -2.2795 1.0812 3.7276 0.11
H -1.3341 2.5480 3.7793 0.12
H -0.7481 2.9321 6.0130 0.09
H 0.8600 2.5156 5.3657 0.08
H 0.3239 1.7153 6.8245 0.09
C -2.6440 -2.3449 0.8002 -0.10
O -1.7820 -2.0493 1.8950 -0.33
C -1.1266 -3.2049 2.3404 -0.20
C -0.0316 -2.6245 3.2870 -0.18
N 1.0134 -2.1640 2.4009 -0.27
C 1.9319 -1.3991 3.2002 -0.20
C 2.9228 -0.6402 2.2985 -0.26
O 2.3779 0.4154 1.5716 -0.34
C 3.4543 1.2605 1.2008 -0.07
H -1.9361 -2.6212 0.0189 0.06
H -3.2527 -1.5080 0.4579 0.10
H -3.0942 -3.3376 0.8061 0.11
H -0.7180 -3.8121 1.5327 0.13
H -1.8623 -3.7559 2.9262 0.14
H 0.2811 -3.5121 3.8370 0.13
H -0.4468 -1.8761 3.9619 0.13
H 1.4958 -2.9341 1.9602 0.12
H 2.3964 -2.1085 3.8851 0.14
H 1.4297 -0.6863 3.8544 0.11
H 3.4277 -1.4253 1.7357 0.11
H 3.6476 -0.2050 2.9866 0.13
H 3.7091 1.9047 2.0423 0.10
H 3.2522 1.8525 0.3082 0.10
H 4.3283 0.7140 0.8463 0.10
```

Record 4
C42H34BrNOP2STi | wB97M-V/def2-TZVPD

The spin multiplicity is 2. Its net charge is +3. The expectation value of S² is 0.764. The calculation puts the LUMO energy (alpha / beta) at -9.844 / -9.445 eV. As for the energy above the lowest of the compared OMol25 structures with the same formula, charge and spin: 4.588 eV. The value obtained for the frontier orbital gap (alpha / beta) is 5.79 / 6.22 eV.

Geometry as XYZ:
```
83
Properties=species:S:1:pos:R:3:lowdin_charge:R:1
Ti 0.4210 -0.0302 0.8587 0.66
O 0.4996 4.2896 0.4914 -0.36
S 0.1028 2.8842 0.6238 0.93
C -1.4187 2.7610 1.5299 -0.38
C -1.7918 3.7198 2.4573 -0.04
C -3.0715 3.6639 2.9971 -0.01
C -3.9583 2.6785 2.5860 -0.01
C -3.5919 1.7471 1.6188 -0.04
C -2.3205 1.7917 1.0577 -0.35
P -1.7751 0.5685 -0.1908 1.09
C -3.0226 -0.7291 -0.2261 -0.35
C -3.0643 -1.6088 0.8609 -0.10
C -4.0146 -2.6128 0.9120 -0.04
C -4.9253 -2.7550 -0.1290 -0.03
C -4.8901 -1.8865 -1.2094 -0.03
C -3.9462 -0.8696 -1.2617 -0.05
C -1.6952 1.2704 -1.9024 -0.40
C -2.9408 2.0731 -2.1910 -0.08
C -3.2663 2.6156 -3.3671 -0.03
C -2.5114 2.5641 -4.6181 -0.04
C -1.3222 1.9895 -4.7936 -0.01
C -0.5473 1.2597 -3.7410 -0.15
C 1.4063 2.1202 1.6750 -0.42
C 1.4832 2.6610 2.9709 -0.07
C 2.6470 2.6209 3.7043 0.00
C 3.7903 2.0594 3.1401 0.01
C 3.7422 1.4833 1.8831 -0.05
C 2.5722 1.5039 1.1096 -0.32
P 2.5665 0.1840 -0.1556 1.07
C 4.1608 -0.3474 -0.7260 -0.38
C 4.6969 -1.5431 -0.2420 -0.08
C 5.9417 -1.9524 -0.6907 -0.04
C 6.6376 -1.1729 -1.6064 -0.02
C 6.1001 0.0188 -2.0833 -0.03
C 4.8561 0.4400 -1.6490 -0.06
C 1.2680 0.4440 -1.3727 -0.44
C 0.6395 -0.8260 -1.8216 -0.14
C -0.5063 -0.9495 -2.5112 -0.01
C -1.3738 0.1737 -2.9858 -0.18
C -0.4148 2.0452 -2.3857 -0.17
C 0.8394 1.6954 -1.6904 -0.07
H -1.1148 4.5253 2.7145 0.13
H -3.3805 4.4048 3.7220 0.13
H -4.9577 2.6495 2.9993 0.13
H -4.3065 1.0033 1.2900 0.12
H -2.3705 -1.4899 1.6857 0.07
H -4.0544 -3.2812 1.7618 0.12
H -5.6688 -3.5398 -0.0920 0.13
H -5.6071 -1.9910 -2.0123 0.13
H -3.9551 -0.1854 -2.0989 0.10
H -3.6051 2.2530 -1.3524 0.11
H -4.1917 3.1779 -3.4015 0.13
H -2.9685 3.0560 -5.4667 0.12
H -0.8614 2.0318 -5.7725 0.13
H 0.3983 0.9028 -4.1428 0.16
H 0.6178 3.1686 3.3781 0.12
H 2.6810 3.0581 4.6930 0.14
H 4.7236 2.0646 3.6879 0.14
H 4.6302 1.0088 1.4834 0.12
H 4.1518 -2.1401 0.4793 0.11
H 6.3708 -2.8757 -0.3266 0.12
H 7.6102 -1.4954 -1.9533 0.13
H 6.6518 0.6181 -2.7945 0.13
H 4.4378 1.3667 -2.0229 0.12
H 1.2270 -1.7213 -1.6431 0.10
H -0.8069 -1.9480 -2.8078 0.14
H -2.2404 -0.2003 -3.5227 0.15
H -0.5420 3.1238 -2.4436 0.17
H 1.4950 2.5294 -1.4525 0.13
C 1.0113 -5.7833 0.9312 -0.01
C 0.6943 -4.5020 1.6437 -0.20
C 0.4058 -4.4592 3.0065 0.05
C 0.1134 -3.2555 3.6407 -0.03
C 0.1247 -2.1375 2.8506 -0.67
Br -0.2808 -0.3860 3.4968 0.99
N 0.4005 -2.1216 1.5477 -0.08
C 0.6858 -3.2938 0.9575 -0.04
H 0.8272 -6.6433 1.5704 0.10
H 2.0595 -5.8080 0.6297 0.10
H 0.4046 -5.8898 0.0320 0.10
H 0.4032 -5.3750 3.5849 0.15
H -0.1156 -3.2049 4.6957 0.13
H 0.8998 -3.2577 -0.1023 0.12
```

Number 1: calculated total energy -272485.5934 eV. Number 2: calculated total energy -7828.2613 eV. Number 3: calculated total energy -36685.3063 eV. Number 4: calculated total energy -170185.7769 eV.